(1)
Entry from the Open Molecules 2025 dataset: a single C3H6N2S molecule in a non-equilibrium geometry (wB97M-V/def2-TZVPD).

Charge: 0
E_HOMO, eV: -8.4
Orbital gap, eV: 9.057
Lowest unoccupied orbital energy, eV: 0.6335
Max |F|, hartree/bohr: 0.093
Energy above the lowest of the compared OMol25 structures with the same formula, charge and spin, kcal/mol: 111.8

Each atom is followed by the atoms it is bonded to, with distances in Å.
Geometry (Å):
1 S 1.9660 -0.4713 -0.0896  C6 1.681
2 N -1.0249 0.0752 -0.5663  N3 1.394, C4 1.401, C5 1.485
3 N -0.3436 1.1071 0.0778  N2 1.394, C6 1.341, H7 0.992
4 C -1.0718 -0.9932 0.3382  N2 1.401, C5 1.562, H9 1.187, H12 1.217
5 C -2.3733 -0.2029 -0.0103  N2 1.485, C4 1.562, H8 1.117, H11 1.202
6 C 0.9702 0.8576 0.1736  S1 1.681, N3 1.341, H10 1.205
7 H -0.8413 1.9342 -0.1501  N3 0.992
8 H -2.7577 0.4717 0.7928  C5 1.117
9 H -0.9341 -2.1721 0.3347  C4 1.187
10 H 1.3813 1.9653 0.4085  C6 1.205
11 H -3.1487 -0.5320 -0.8680  C5 1.202
12 H -0.7272 -0.3707 1.3261  C4 1.217

=====

(2)
Entry from the Open Molecules 2025 dataset: 2 unconnected molecules or ions with the total composition C10H16F4N4O5P in a non-equilibrium geometry (wB97M-V/def2-TZVPD).

Charge: +1
E_HOMO, eV: -12.6
Orbital gap, eV: 9.468
Lowest unoccupied orbital energy, eV: -3.1049
Max |F|, hartree/bohr: 0.026
Energy above the lowest of the compared OMol25 structures with the same formula, charge and spin, kcal/mol: 0.0

Each atom is followed by the atoms it is bonded to, with distances in Å.
Geometry (Å):
1 P 1.0356 0.0822 0.2245  N11 1.798, C19 1.822, C23 1.838
2 F -3.3853 -4.0075 0.1477  C15 1.335
3 F -2.6306 -3.4169 2.0849  C15 1.350
4 F -4.4898 -4.5377 1.9388  C15 1.330
5 F 3.3388 4.8364 -0.7444  C21 1.350
6 O 2.0833 3.5849 -3.6962  C18 1.437, C20 1.340
7 O -4.4864 -2.4422 1.2557  C15 1.365, C17 1.409
8 O 0.4171 2.3054 -2.9295  C20 1.191
9 O 1.8379 3.3241 -1.5027  C20 1.355, C21 1.425
10 O -1.0896 -0.8119 2.6412  N14 1.344, H32 0.968
11 N -0.7264 -0.2480 0.3576  P1 1.798, N14 1.366, C22 1.351
12 N -2.7998 -0.5416 -0.3738  C22 1.353, C24 1.305
13 N -1.1717 0.1502 -1.9702  C22 1.348, H34 1.000, H37 1.020
14 N -1.5385 -0.6327 1.3870  O10 1.344, N11 1.366, C24 1.331
15 C -3.7569 -3.5906 1.3606  F2 1.335, F3 1.350, F4 1.330, O7 1.365
16 C 1.6195 -2.6736 0.8646  C23 1.540, H29 1.083, H30 1.081, H39 1.081
17 C -3.8985 -1.2643 1.7586  O7 1.409, C24 1.491, H25 1.083, H33 1.080
18 C 3.0244 4.4779 -3.0781  O6 1.437, C21 1.511, H26 1.086, H35 1.090
19 C 1.6339 0.3314 1.9269  P1 1.822, H28 1.084, H38 1.084, H40 1.085
20 C 1.3591 3.0058 -2.7293  O6 1.340, O8 1.191, O9 1.355
21 C 3.1303 3.8944 -1.6889  F5 1.350, O9 1.425, C18 1.511, H27 1.091
22 C -1.5419 -0.1812 -0.7169  N11 1.351, N12 1.353, N13 1.348
23 C 1.6462 -1.5910 -0.2300  P1 1.838, C16 1.540, H31 1.084, H36 1.081
24 C -2.7667 -0.8061 0.9034  N12 1.305, N14 1.331, C17 1.491
25 H -4.6640 -0.5013 1.6971  C17 1.083
26 H 3.9659 4.4833 -3.6190  C18 1.086
27 H 3.8840 3.1120 -1.5831  C21 1.091
28 H 1.3934 1.3154 2.3117  C19 1.084
29 H 2.5070 -3.2899 0.7856  C16 1.083
30 H 0.7729 -3.3333 0.7321  C16 1.081
31 H 0.9627 -1.8968 -1.0143  C23 1.084
32 H -0.7604 0.0393 2.9634  O10 0.968
33 H -3.6048 -1.3337 2.7959  C17 1.080
34 H -1.3959 -0.5080 -2.6891  N13 1.000
35 H 2.6102 5.4860 -3.0597  C18 1.090
36 H 2.6161 -1.4679 -0.6923  C23 1.081
37 H -0.7741 1.0647 -2.1860  N13 1.020
38 H 2.7128 0.2756 1.8406  C19 1.084
39 H 1.5904 -2.2768 1.8695  C16 1.081
40 H 1.3399 -0.4162 2.6563  C19 1.085

=====

E_HOMO of number 2 (C10H16F4N4O5P)?
-12.6 eV